[1]
{
  "formula": "C35H75CuN3O19",
  "method": "ωB97M-V/def2-TZVPD",
  "homo_ev": [-6.23, -6.22],
  "lumo_energy_ev": [-0.09, -1.08],
  "s2": 0.752,
  "spin_multiplicity": 2,
  "charge": 0,
  "orbital_gap_ev": [6.1, 5.1],
  "elements": ["Cu", "O", "O", "O", "O", "O", "O", "O", "O", "O", "O", "O", "O", "O", "O", "O", "O", "O", "O", "O", "N", "N", "N", "C", "C", "C", "C", "C", "C", "C", "C", "C", "C", "C", "C", "C", "C", "C", "C", "C", "C", "C", "C", "C", "C", "C", "C", "C", "C", "C", "C", "C", "C", "C", "C", "C", "C", "C", "H", "H", "H", "H", "H", "H", "H", "H", "H", "H", "H", "H", "H", "H", "H", "H", "H", "H", "H", "H", "H", "H", "H", "H", "H", "H", "H", "H", "H", "H", "H", "H", "H", "H", "H", "H", "H", "H", "H", "H", "H", "H", "H", "H", "H", "H", "H", "H", "H", "H", "H", "H", "H", "H", "H", "H", "H", "H", "H", "H", "H", "H", "H", "H", "H", "H", "H", "H", "H", "H", "H", "H", "H", "H", "H"],
  "xyz": [[40.51091, 14.54803, -8.70481], [45.00086, 12.97597, -6.26153], [39.55984, 10.51218, -7.97044], [42.51081, 20.31038, -7.05183], [39.99309, 17.91232, -3.50266], [42.57021, 15.55116, -8.61277], [37.33288, 12.57192, -6.32391], [41.83994, 13.23040, -7.44203], [35.43519, 12.55793, -11.50697], [41.33011, 14.59738, -10.74229], [41.10089, 16.47391, -4.84792], [40.78322, 9.93358, -13.35223], [36.84977, 13.87421, -8.16964], [38.95986, 13.73716, -7.39766], [45.00276, 10.49641, -10.68790], [42.07873, 12.12224, -14.68599], [42.47148, 18.69074, -11.67028], [39.93958, 12.66940, -9.70945], [42.09305, 17.47372, -2.99226], [38.81370, 15.55450, -9.56223], [40.34226, 16.39971, -7.40432], [43.12492, 20.95925, -10.01315], [43.27287, 10.96906, -7.96134], [38.48676, 13.08631, -4.22168], [42.68332, 16.83597, -8.01676], [38.36125, 16.81920, -9.00021], [38.95508, 16.88977, -7.57199], [41.74175, 13.43374, -12.89317], [41.24320, 17.43531, -7.95558], [43.89971, 15.05553, -8.95253], [37.78424, 13.37829, -7.30110], [43.42356, 21.26881, -7.49901], [45.27779, 11.54843, -6.40801], [42.16182, 20.44215, -5.69686], [41.91372, 13.39681, -6.02388], [43.37985, 15.41918, -2.80511], [41.04594, 17.25863, -3.91591], [43.36985, 16.89789, -3.18467], [45.49124, 13.67336, -5.12945], [38.08111, 15.08944, -10.73480], [38.26358, 12.06719, -5.36855], [41.24372, 13.62592, -11.50773], [40.80410, 11.09551, -12.82413], [43.68330, 10.95384, -10.54942], [41.55119, 12.26192, -13.53418], [40.39417, 12.42513, -10.85064], [45.74230, 11.07365, -11.74179], [44.05192, 20.83116, -8.86575], [35.45584, 13.41139, -8.16071], [43.80327, 20.67815, -11.27845], [42.37809, 17.26301, -11.95950], [40.22850, 11.18226, -11.55243], [38.78074, 17.86199, -4.24244], [42.97002, 10.39280, -9.27705], [39.20023, 9.28716, -8.49595], [36.32664, 11.44535, -11.38956], [44.73126, 11.12055, -7.81110], [43.80220, 19.12678, -11.35634], [42.81999, 16.76292, -11.09768], [44.72660, 11.03241, -5.62187], [43.09845, 15.20773, -1.77350], [44.02441, 17.48405, -2.53963], [34.86820, 14.13282, -8.72844], [44.38183, 14.99134, -2.83824], [44.81812, 21.05511, -11.40524], [45.33261, 10.26582, -8.12082], [40.51477, 16.47433, -6.41196], [37.27228, 16.86433, -8.98576], [44.24751, 21.36587, -6.79206], [38.73973, 14.11191, -4.49044], [41.26512, 18.32201, -7.32204], [39.61406, 11.17328, -8.66442], [37.03451, 15.39129, -10.77492], [42.96672, 20.28130, -4.97967], [38.39961, 16.24411, -6.89178], [44.14765, 18.67886, -10.42459], [38.15649, 14.01115, -10.87518], [38.19239, 9.23558, -8.90790], [38.90296, 17.59056, -9.54762], [42.69375, 14.83854, -3.42174], [34.60405, 12.41821, -11.04731], [45.94998, 12.13277, -11.58940], [39.14378, 8.47641, -7.76959], [35.99450, 10.90734, -10.50169], [37.49783, 13.13908, -3.76633], [44.60660, 19.91815, -8.64931], [43.80446, 12.03658, -10.51617], [40.97266, 17.74048, -8.96641], [35.37158, 12.42315, -8.61279], [45.11940, 11.01399, -12.63427], [46.35551, 11.39268, -6.35925], [43.13300, 10.66229, -11.44399], [44.74324, 21.66760, -8.96831], [41.91402, 10.54097, -9.50293], [44.51521, 18.84415, -12.13084], [43.13890, 16.67438, -7.03982], [36.28320, 10.77922, -12.25124], [39.73811, 10.35652, -11.05839], [45.31863, 14.71900, -5.38433], [42.27148, 14.28867, -13.28671], [39.90045, 9.06735, -9.30185], [41.29088, 19.82944, -5.46421], [43.89685, 14.08810, -9.45471], [44.39663, 15.74368, -9.63636], [44.99953, 11.91730, -8.50487], [37.90191, 11.10620, -5.00279], [46.54906, 13.53610, -4.90527], [44.85277, 13.49214, -4.26482], [43.14812, 9.31746, -9.27534], [46.70531, 10.60098, -11.93503], [38.81468, 17.92704, -7.26793], [39.23419, 11.82988, -5.80411], [43.01168, 22.27734, -7.53563], [43.33260, 17.46954, -8.62100], [42.51264, 12.57268, -5.63634], [37.88079, 18.15120, -3.69973], [42.45736, 14.31498, -5.80134], [39.21862, 12.78313, -3.47298], [42.42934, 12.48318, -7.56796], [41.89894, 21.47962, -5.49035], [41.31344, 17.04531, -12.04457], [42.35443, 20.32576, -9.85461], [42.92610, 10.22206, -7.37667], [38.49740, 15.58710, -11.61066], [38.58368, 16.83859, -4.56171], [43.30251, 21.19233, -12.09879], [40.98843, 13.34343, -5.45021], [38.86765, 18.41821, -5.17580], [34.90327, 13.45887, -7.22235], [43.71732, 17.08521, -4.20068], [44.47624, 14.86540, -8.04723], [37.36325, 11.75613, -11.25930], [42.91820, 17.05158, -12.88236]]
}

---

[2]
{
  "formula": "C35H80F6N6O5P",
  "method": "ωB97M-V/def2-TZVPD",
  "homo_ev": [-6.09, -12.94],
  "lumo_energy_ev": [-3.53, -3.65],
  "s2": 0.750,
  "spin_multiplicity": 2,
  "charge": 2,
  "orbital_gap_ev": [2.6, 9.3],
  "elements": ["P", "F", "F", "F", "F", "F", "F", "O", "O", "O", "O", "O", "N", "N", "N", "N", "N", "N", "C", "C", "C", "C", "C", "C", "C", "C", "C", "C", "C", "C", "C", "C", "C", "C", "C", "C", "C", "C", "C", "C", "C", "C", "C", "C", "C", "C", "C", "C", "C", "C", "C", "C", "C", "H", "H", "H", "H", "H", "H", "H", "H", "H", "H", "H", "H", "H", "H", "H", "H", "H", "H", "H", "H", "H", "H", "H", "H", "H", "H", "H", "H", "H", "H", "H", "H", "H", "H", "H", "H", "H", "H", "H", "H", "H", "H", "H", "H", "H", "H", "H", "H", "H", "H", "H", "H", "H", "H", "H", "H", "H", "H", "H", "H", "H", "H", "H", "H", "H", "H", "H", "H", "H", "H", "H", "H", "H", "H", "H", "H", "H", "H", "H", "H"],
  "xyz": [[25.79153, -2.80357, -9.92477], [25.58482, -3.11413, -11.49754], [24.61116, -1.69635, -9.84929], [26.71049, -1.46465, -10.26700], [27.09053, -3.83390, -9.98242], [26.00413, -2.73942, -8.29788], [24.59587, -3.91120, -9.76296], [22.76596, -10.56577, -8.87086], [22.99848, -7.55803, -9.36983], [21.24493, -7.53592, -8.22256], [22.10911, -5.57656, -9.05565], [18.35316, -8.17752, -8.30919], [20.61802, -4.93827, -5.72619], [26.67944, -6.71755, -13.34075], [15.63925, -8.22599, -9.79190], [26.45147, -7.12717, -7.21096], [20.25157, -12.13832, -7.55888], [21.52032, -3.37554, -7.00753], [27.96529, -7.92411, -15.34614], [25.80279, -4.90586, -5.31798], [21.45900, -12.56203, -6.71243], [20.65844, -11.99843, -9.07410], [15.38138, -7.83743, -8.33258], [27.15044, -4.93318, -6.07222], [25.15023, -7.05584, -6.32032], [26.17518, -10.98423, -7.90207], [19.12682, -13.17022, -7.53574], [29.23597, -7.90093, -16.16363], [21.47279, -10.66568, -9.42354], [26.81021, -8.62363, -7.30633], [24.68520, -5.62102, -6.07869], [27.11277, -5.84917, -12.15572], [18.15759, -8.39172, -9.67465], [16.91478, -9.10413, -10.03881], [25.75233, -9.57895, -8.01633], [26.20965, -6.54900, -8.56654], [22.23899, -3.38921, -5.80048], [27.64236, -6.33908, -6.51689], [21.62176, -4.34939, -5.05341], [25.55150, -5.93457, -14.12343], [21.76510, -2.47591, -8.16005], [26.12265, -8.10484, -12.96610], [20.57788, -4.30904, -6.95358], [24.87214, -7.99120, -12.08961], [19.65035, -5.99104, -5.34718], [27.96584, -6.89709, -14.22297], [24.24074, -5.84332, -13.31065], [19.93926, -6.74578, -4.04268], [15.66286, -6.91609, -10.65718], [19.85525, -10.81657, -6.95199], [23.74209, -7.24795, -12.79134], [22.04665, -6.89224, -8.88322], [14.43840, -9.04368, -10.29447], [16.78300, -10.09071, -9.59451], [26.00809, -4.98967, -14.41800], [19.29753, -8.06451, -8.17881], [23.43420, -5.51565, -13.96657], [21.94736, -4.59160, -4.05254], [23.08851, -2.73111, -5.69265], [19.97227, -6.05884, -3.19703], [24.43027, -5.11529, -7.01000], [28.78310, -7.20556, -13.57102], [29.21517, -7.08419, -16.88515], [25.45143, -7.65280, -5.45950], [27.07920, -6.69771, -9.20675], [27.16605, -7.86626, -16.08504], [18.70027, -5.51336, -5.10789], [27.77395, -8.70660, -7.80874], [27.99130, -6.34994, -11.74888], [19.71555, -11.88788, -9.60968], [16.10729, -7.24753, -7.77298], [20.82492, -7.37962, -4.08681], [25.45927, -6.52791, -15.03312], [30.15960, -7.95132, -15.58704], [19.87805, -4.49928, -7.75388], [20.83029, -9.85707, -9.07504], [20.75008, -10.19482, -6.92336], [22.83914, -7.17353, -12.18533], [27.91988, -4.68967, -5.33958], [29.19654, -8.81891, -16.75003], [22.96156, -9.62597, -8.85938], [25.47496, -3.87536, -5.18120], [26.91424, -8.67725, -12.48255], [21.79232, -13.51923, -7.11338], [19.42827, -6.69852, -6.14610], [22.06137, -1.50309, -7.76767], [24.36619, -5.10952, -12.51446], [18.36756, -7.50324, -10.27015], [27.86040, -6.96126, -5.64887], [16.46315, -6.21507, -10.42013], [14.25890, -9.89261, -9.63477], [28.51586, -6.32503, -7.16873], [21.13841, -12.95646, -9.27389], [19.53571, -11.24584, -6.00240], [22.84087, -5.73094, -9.65756], [26.08439, -5.48648, -8.35805], [14.44653, -9.38253, -11.33043], [25.89187, -5.41761, -4.35972], [20.90586, -2.51066, -8.82982], [19.19586, -7.54294, -4.04030], [27.44420, -4.94349, -12.66367], [21.56089, -10.43703, -10.48564], [13.50519, -8.52230, -10.08147], [25.74667, -9.38436, -9.08880], [22.59364, -2.90041, -8.72699], [25.89040, -11.41790, -6.94346], [27.24822, -11.16983, -7.94946], [18.34610, -12.95861, -8.26635], [24.38270, -7.60440, -6.86629], [25.68450, -11.60516, -8.65159], [16.90674, -9.33990, -11.10298], [23.79480, -5.46887, -5.46867], [27.48237, -4.23893, -6.84420], [14.34393, -7.50366, -8.35269], [27.93304, -8.89776, -14.85720], [24.74360, -9.37451, -7.65750], [25.83461, -8.57984, -13.90391], [21.15579, -12.66072, -5.67011], [22.26149, -11.82445, -6.70473], [25.17230, -7.46651, -11.18258], [26.91727, -9.07687, -6.32083], [24.43832, -8.94313, -11.78344], [23.45021, -7.85287, -13.64981], [15.84553, -7.10088, -11.71576], [26.37961, -5.67778, -11.36755], [15.42948, -8.80373, -7.83054], [18.98850, -10.47135, -7.51562], [14.72219, -6.38333, -10.51787], [19.42242, -14.18616, -7.79763], [18.72021, -13.18983, -6.52460], [25.31471, -6.95934, -9.03432], [18.98665, -9.01069, -10.01764], [28.23698, -5.88780, -14.53268]]
}

---

[3]
{
  "formula": "C35H81N3O7",
  "method": "ωB97M-V/def2-TZVPD",
  "homo_ev": -7.96,
  "smiles": "CC1(C)CCCC(C)(C)N1O.CC1(C)CCCC(C)(C)N1O.CC1(C)CCCC(C)(C)N1O.CCO.CCO.CCO.CCO",
  "lumo_energy_ev": 0.35,
  "spin_multiplicity": 1,
  "charge": 0,
  "orbital_gap_ev": 8.3,
  "relative_energy_kcal_mol": 78.41,
  "elements": ["O", "O", "O", "O", "O", "O", "O", "N", "N", "N", "C", "C", "C", "C", "C", "C", "C", "C", "C", "C", "C", "C", "C", "C", "C", "C", "C", "C", "C", "C", "C", "C", "C", "C", "C", "C", "C", "C", "C", "C", "C", "C", "C", "C", "C", "H", "H", "H", "H", "H", "H", "H", "H", "H", "H", "H", "H", "H", "H", "H", "H", "H", "H", "H", "H", "H", "H", "H", "H", "H", "H", "H", "H", "H", "H", "H", "H", "H", "H", "H", "H", "H", "H", "H", "H", "H", "H", "H", "H", "H", "H", "H", "H", "H", "H", "H", "H", "H", "H", "H", "H", "H", "H", "H", "H", "H", "H", "H", "H", "H", "H", "H", "H", "H", "H", "H", "H", "H", "H", "H", "H", "H", "H", "H", "H", "H"],
  "xyz": [[0.02821, -1.11248, -1.28079], [-6.72328, 1.77794, -2.66975], [6.19937, -2.11335, 2.55139], [0.86430, 4.11596, -2.58245], [-2.11705, 0.05100, 6.90427], [3.47638, 3.81479, -3.09792], [0.69395, -2.72189, -3.46876], [-1.20406, -0.12708, 5.90025], [-5.62970, 2.46467, -3.21250], [5.08373, -2.69767, 1.92817], [-7.12216, 3.69502, -4.93830], [3.94393, -4.80378, 0.96551], [-4.03981, 0.54376, -3.22727], [-3.23872, 2.95475, -3.16563], [3.69858, 2.39845, -2.84072], [-2.02304, -0.31756, 4.57591], [2.93690, -2.40455, 0.82945], [3.84276, -0.47961, 2.14470], [-5.79328, 2.88334, -4.60546], [-2.83300, 0.94826, 4.16449], [0.12020, -1.52140, 3.77821], [-3.23513, 3.32775, -4.64776], [0.48181, 5.40722, -0.75307], [6.38755, -4.35500, 0.47842], [-4.28877, 1.89703, -1.13040], [-3.03932, -1.51688, 4.48094], [-0.11694, -1.07422, 6.25714], [5.28750, -4.12945, 1.53562], [-4.62660, 3.82936, -4.98438], [0.74759, -0.47497, 7.43786], [-0.53810, -2.51740, 6.70173], [-4.32592, 1.97722, -2.70806], [-0.99805, -0.50004, 3.52941], [-0.19259, 4.65925, -1.82741], [4.23404, -1.66735, 1.20143], [0.40925, 0.92407, -0.16461], [5.69578, -4.89837, 2.85641], [-5.82151, 1.77163, -5.58179], [-1.42641, -3.26213, -4.42752], [4.55853, 2.34941, -1.58319], [0.80855, -1.09205, 5.01617], [0.34292, 0.21488, -1.49097], [5.01972, -1.06178, -0.09634], [-0.18591, -3.84103, -3.81914], [3.16453, -3.76904, 0.16635], [0.28057, -0.49170, 8.42260], [-4.87650, 1.43490, -6.00802], [-1.27817, -2.90772, 6.00314], [0.82498, -1.44640, 2.95011], [2.73016, 1.93748, -2.64634], [1.26282, 6.10751, -1.04925], [-3.72586, 0.93827, 4.78963], [-7.15275, 2.36656, -2.04471], [1.33940, -0.16322, 4.80745], [0.91199, 4.70813, -0.03593], [5.14677, 1.43367, -1.64229], [4.22879, -5.64159, 0.32909], [4.03803, 2.58756, -0.65556], [2.59530, 3.92841, -2.73407], [-3.22757, 0.90323, 3.14941], [3.67508, -3.67390, -0.79197], [-5.10788, 1.23633, -0.84643], [-0.96648, 3.99355, -1.44525], [5.48336, -0.08232, 0.02126], [5.05527, -4.60901, 3.68955], [-1.94196, -2.75835, -3.60990], [-7.08291, 4.67627, -4.46533], [7.07835, -3.52823, 0.31305], [-1.82533, 0.87850, 7.29380], [5.95572, -4.37211, -0.52226], [4.26852, 2.06407, -3.70757], [-3.88053, -1.31460, 3.81795], [-4.56920, -0.19951, -2.63112], [5.92624, -1.65925, -0.19295], [-2.01489, -4.13095, -4.72239], [0.79054, 0.59666, 7.24324], [-3.42765, 3.83954, -2.55771], [1.75231, -0.88972, 7.51918], [-0.19860, -2.56251, 3.82888], [0.72684, 1.95208, -0.33899], [2.36783, -1.88393, 0.05923], [-2.48997, -2.45425, 4.39347], [-0.23198, 5.98185, -0.16283], [-4.69809, 4.11302, -6.03439], [-3.57296, -1.54180, 5.43104], [1.20710, -2.31208, -4.16899], [-0.38533, -4.28372, -2.84326], [1.50048, -1.93258, 5.06923], [-6.33377, 2.01448, -6.51277], [-7.45517, 3.86368, -5.96239], [6.89063, -2.33846, 1.92442], [3.18830, 0.23361, 1.64359], [4.71515, 0.06642, 2.50370], [0.10755, -1.55771, -2.12759], [-7.91207, 3.08865, -4.49507], [6.67603, -4.61951, 3.24297], [1.02807, 0.44427, 0.59366], [-0.69979, 5.31359, -2.53642], [-4.21971, 0.54506, -4.30232], [-1.49726, -0.83101, 2.61873], [-0.55082, 0.48747, 3.41582], [-4.55804, 2.91360, -0.84375], [5.35954, 3.08511, -1.65549], [0.33698, -4.58058, -4.42556], [0.23777, -3.26630, 6.86072], [5.75019, -5.98545, 2.79812], [3.39228, -5.26991, 1.78190], [-2.30249, 1.89688, 4.24684], [-1.07206, -2.60487, 7.64796], [2.26076, -2.42530, 1.68415], [-2.88900, 2.52642, -5.30058], [-6.44081, 0.97414, -5.17124], [4.52998, -0.97415, -1.06617], [2.21589, -4.23087, -0.10731], [1.36793, 0.24675, -1.86034], [-2.20053, 2.66705, -2.99982], [0.73633, 4.24809, -3.52466], [-2.48430, 4.11514, -4.71398], [-3.44593, 1.53417, -0.54212], [3.41552, -0.82666, 3.08550], [-4.80184, 4.81467, -4.55248], [-0.40041, 0.61418, -2.18099], [6.91933, -5.30623, 0.45631], [-1.37575, -2.50571, -5.21069], [-2.95468, 0.47955, -3.14691], [-0.53238, 0.76493, 0.36086]]
}

---

| no. | electronic energy (hartree) |
| --- | --- |
| 1 | -4612.59934 |
| 2 | -3026.34962 |
| 3 | -2072.77520 |